No. 1
Density functional theory data (the ωB97M-V functional and the def2-TZVPD basis) for a structure of composition C21H57N8O12V in a non-equilibrium geometry.

```
! RIJCOSX wB97M-V def2-TZVPD def2/J DEFGRID3
* xyz 2 3
V 0.067 -3.056 1.171
N 1.160 0.051 0.245
O 0.660 -1.111 0.369
O 0.663 0.800 -0.563
O 2.265 0.297 0.778
C -6.087 -0.440 0.088
O -4.896 -0.220 -0.679
C -4.634 1.137 -1.088
C -3.205 1.172 -1.654
N -3.124 0.110 -2.649
C -1.759 0.002 -3.098
C -1.522 -0.758 -4.397
O -0.134 -1.115 -4.549
C 0.810 -0.100 -4.417
H -6.286 0.260 0.902
H -6.214 -1.443 0.499
H -6.942 -0.346 -0.586
H -4.898 1.769 -0.239
H -5.279 1.432 -1.920
H -2.535 1.097 -0.789
H -3.002 2.135 -2.123
H -3.604 -0.685 -2.252
H -0.982 -0.275 -2.363
H -1.357 1.013 -3.216
H -1.871 -0.083 -5.181
H -1.987 -1.739 -4.487
H 1.773 -0.540 -4.680
H 0.882 0.270 -3.388
H 0.734 0.781 -5.061
C 2.667 -2.571 -2.932
O 1.460 -2.652 -2.164
C 0.730 -3.773 -2.499
C -0.738 -3.767 -2.038
N -0.929 -2.829 -0.860
C -2.400 -2.741 -0.630
C -2.608 -1.708 0.423
O -1.755 -1.854 1.565
C -2.451 -1.510 2.782
H 3.057 -1.614 -2.585
H 2.409 -2.545 -3.990
H 3.413 -3.327 -2.677
H 1.237 -4.601 -1.981
H 0.666 -4.102 -3.540
H -1.140 -4.721 -1.694
H -1.380 -3.432 -2.854
H -0.714 -1.985 -1.396
H -2.860 -3.693 -0.362
H -2.798 -2.356 -1.568
H -3.657 -1.712 0.708
H -2.241 -0.745 0.061
H -3.136 -0.672 2.676
H -1.668 -1.237 3.489
H -2.947 -2.314 3.328
C -0.449 4.127 0.089
O -1.599 3.808 0.946
C -1.628 2.522 1.459
C -1.324 2.392 2.968
N -0.091 3.076 3.409
C 1.137 2.443 2.914
C 2.310 3.418 3.136
O 2.492 4.435 2.173
C 3.252 5.534 2.611
H -0.719 5.097 -0.322
H -0.274 3.426 -0.727
H 0.461 4.237 0.680
H -0.894 1.837 1.018
H -2.597 2.066 1.232
H -1.185 1.366 3.325
H -2.205 2.841 3.431
H -0.173 3.875 2.779
H 1.166 2.228 1.842
H 1.312 1.511 3.452
H 3.204 2.790 3.034
H 2.239 3.788 4.162
H 4.330 5.380 2.740
H 3.028 5.873 3.628
H 3.126 6.348 1.901
C 1.405 -1.443 3.694
O 0.625 -2.115 2.978
N 2.762 -1.448 3.607
N 0.930 -0.694 4.680
H 3.196 -2.159 3.046
H 3.279 -0.830 4.207
H 1.579 -0.164 5.240
H -0.030 -0.664 4.979
C 3.477 -2.972 0.471
O 2.295 -3.074 0.849
N 4.085 -1.854 0.062
N 4.224 -4.073 0.320
H 3.501 -1.049 0.285
H 5.029 -1.961 -0.258
H 3.810 -4.939 0.624
H 5.211 -4.059 0.129
C 3.472 1.739 -2.266
O 2.363 2.609 -2.043
H 3.369 0.907 -2.969
H 4.280 2.374 -2.623
H 3.631 1.374 -1.247
H 1.676 2.119 -1.579
*
```

Calculated values
HOMO-LUMO gap (alpha / beta), eV: 3.29 / 4.38

***

No. 2
Density functional theory data (the ωB97M-V functional and the def2-TZVPD basis) for a cluster of 7 separate species, C21H57O11P2S in total in a non-equilibrium geometry.

```
! RIJCOSX wB97M-V def2-TZVPD def2/J DEFGRID3
* xyz 1 1
O -7.252 -1.627 -0.892
C -6.370 -1.975 -1.626
O -5.296 -2.703 -1.156
C -4.072 -2.076 -1.490
C -3.648 -1.245 -0.281
S -2.517 0.147 -0.629
P -2.165 0.368 -2.742
P -0.241 1.410 -2.955
O 0.762 0.404 -3.237
O 0.096 2.304 -1.722
O -0.444 2.336 -4.228
H -6.412 -1.749 -2.695
H -3.328 -2.831 -1.672
H -4.218 -1.488 -2.391
H -4.519 -0.888 0.246
H -3.108 -1.854 0.422
H -3.220 1.223 -0.227
H -1.882 -0.941 -3.171
H -0.031 3.239 -1.954
H -0.965 1.824 -4.856
C -6.524 -2.121 3.818
C -5.391 -2.785 3.054
C -4.864 -4.007 3.788
O -4.326 -1.845 2.845
H -6.178 -1.782 4.798
H -6.889 -1.245 3.282
H -7.357 -2.809 3.966
H -5.741 -3.077 2.062
H -4.467 -3.724 4.767
H -4.049 -4.470 3.230
H -5.649 -4.748 3.935
H -3.997 -1.569 3.707
C 3.956 4.020 -4.680
C 3.251 4.210 -3.348
C 3.940 3.431 -2.239
O 1.880 3.792 -3.455
H 3.946 2.967 -4.972
H 3.450 4.578 -5.466
H 4.992 4.354 -4.628
H 3.229 5.270 -3.092
H 3.929 2.360 -2.459
H 3.422 3.573 -1.290
H 4.976 3.749 -2.119
H 1.897 2.858 -3.691
C 0.605 0.804 2.952
C -0.421 -0.140 3.557
C -0.286 -1.538 2.983
O -1.744 0.364 3.321
H 0.462 0.884 1.868
H 0.497 1.806 3.368
H 1.621 0.456 3.141
H -0.294 -0.174 4.638
H -0.459 -1.528 1.897
H -1.028 -2.209 3.419
H 0.704 -1.946 3.176
H -1.857 0.388 2.369
C 2.550 -3.077 6.973
C 2.260 -3.808 5.672
C 3.348 -4.823 5.354
O 2.145 -2.869 4.600
H 3.492 -2.528 6.901
H 1.766 -2.349 7.187
H 2.618 -3.771 7.811
H 1.296 -4.314 5.743
H 4.312 -4.324 5.234
H 3.130 -5.336 4.417
H 3.437 -5.567 6.147
H 2.990 -2.411 4.513
C 3.861 -3.691 0.765
C 3.727 -2.378 1.520
C 4.186 -1.200 0.674
O 4.484 -2.435 2.730
H 4.905 -3.877 0.499
H 3.532 -4.523 1.387
H 3.268 -3.684 -0.151
H 2.688 -2.233 1.818
H 5.240 -1.307 0.405
H 4.087 -0.267 1.231
H 3.602 -1.120 -0.245
H 5.409 -2.564 2.500
C 1.225 5.513 -7.515
C -0.270 5.722 -7.347
C -0.582 7.135 -6.881
O -0.796 4.773 -6.413
H 1.738 5.659 -6.561
H 1.436 4.495 -7.844
H 1.644 6.208 -8.243
H -0.775 5.529 -8.293
H -0.120 7.328 -5.909
H -1.657 7.270 -6.762
H -0.216 7.876 -7.592
H -0.363 4.922 -5.566
*
```

Calculated values
HOMO-LUMO gap, eV: 7.21

***

| no. | E_tot (Ha) |
| --- | --- |
| 1 | -3118.441215 |
| 2 | -2742.610835 |